ORCA calculation (ωB97M-V/def2-TZVPD) on a cluster of 12 separate species, C68H164N12O12 in total.

Each atom is followed by the atoms it is bonded to, with distances in Å.
Geometry (Å):
1 C 0.3822 -5.7309 -1.2113  C2 1.546, H12 1.052, H13 1.046, H14 1.079
2 C 1.7857 -5.8928 -1.8399  C1 1.546, C3 1.575, C4 1.544, N10 1.462
3 C 2.6881 -6.7620 -0.8848  C2 1.575, H15 1.101, H16 1.089, H17 1.085
4 C 1.7373 -6.3897 -3.3005  C2 1.544, C5 1.551, H18 1.144, H19 1.082
5 C 3.0741 -6.1537 -4.0512  C4 1.551, C6 1.526, H20 1.079, H21 1.128
6 C 3.4551 -4.6757 -4.0364  C5 1.526, C7 1.572, H22 1.086, H23 1.113
7 C 3.5587 -4.1464 -2.5603  C6 1.572, C8 1.548, C9 1.580, N10 1.454
8 C 4.9058 -4.6025 -1.9498  C7 1.548, H24 1.092, H25 1.104, H26 1.071
9 C 3.6881 -2.5755 -2.6627  C7 1.580, H27 1.075, H28 1.078, H29 1.117
10 N 2.2684 -4.5229 -2.0045  C2 1.462, C7 1.454, O11 1.479
11 O 2.1299 -3.7449 -0.7542  N10 1.479, H30 0.954
12 H -0.1091 -6.6607 -1.1877  C1 1.052
13 H 0.5715 -5.3323 -0.2628  C1 1.046
14 H -0.2528 -5.0845 -1.7967  C1 1.079
15 H 2.1375 -7.5893 -0.4113  C3 1.101
16 H 3.4979 -7.1734 -1.4853  C3 1.089
17 H 3.0672 -6.1240 -0.0937  C3 1.085
18 H 1.5205 -7.5110 -3.2352  C4 1.144
19 H 0.9890 -5.8080 -3.8230  C4 1.082
20 H 3.8551 -6.7767 -3.6439  C5 1.079
21 H 2.8543 -6.4663 -5.1120  C5 1.128
22 H 2.6511 -4.1121 -4.5012  C6 1.086
23 H 4.4345 -4.4446 -4.5126  C6 1.113
24 H 4.7911 -4.4711 -0.8722  C8 1.092
25 H 5.7088 -3.8910 -2.2104  C8 1.104
26 H 5.0811 -5.6401 -2.1486  C8 1.071
27 H 2.7697 -2.1743 -3.0505  C9 1.075
28 H 4.4969 -2.2881 -3.3144  C9 1.078
29 H 3.7651 -2.0776 -1.6660  C9 1.117
30 H 1.5578 -3.0318 -1.0275  O11 0.954
31 C 1.9776 -0.6067 6.5744  C32 1.540, H42 1.060, H43 1.091, H44 1.088
32 C 1.0395 -1.8236 6.6715  C31 1.540, C33 1.502, C34 1.534, N40 1.488
33 C 1.1958 -2.6005 5.3959  C32 1.502, H45 1.080, H46 1.040, H47 1.073
34 C 1.3919 -2.6691 7.9017  C32 1.534, C35 1.541, H48 1.069, H49 1.063
35 C 1.1296 -1.9654 9.2468  C34 1.541, C36 1.502, H50 1.131, H51 1.097
36 C -0.3271 -1.6144 9.3543  C35 1.502, C37 1.593, H52 1.068, H53 1.076
37 C -0.7743 -0.7006 8.1286  C36 1.593, C38 1.506, C39 1.538, N40 1.520
38 C -2.2777 -0.6625 8.0401  C37 1.506, H54 1.086, H55 1.106, H56 1.083
39 C -0.1912 0.6998 8.3829  C37 1.538, H57 1.117, H58 1.118, H59 1.130
40 N -0.3820 -1.4219 6.8491  C32 1.488, C37 1.520, O41 1.525
41 O -0.8580 -0.5301 5.7069  N40 1.525, H60 0.987
42 H 2.3739 -0.2940 7.5066  C31 1.060
43 H 2.8699 -0.9278 6.0343  C31 1.091
44 H 1.4985 0.2076 6.0355  C31 1.088
45 H 2.1689 -3.0634 5.3218  C33 1.080
46 H 0.5375 -3.4022 5.4669  C33 1.040
47 H 0.9916 -2.0315 4.5100  C33 1.073
48 H 0.8833 -3.6087 7.8701  C34 1.069
49 H 2.3864 -3.0360 7.8178  C34 1.063
50 H 1.3809 -2.6739 10.0922  C35 1.131
51 H 1.7808 -1.1077 9.4552  C35 1.097
52 H -0.5543 -1.1037 10.2645  C36 1.068
53 H -0.8790 -2.5220 9.1819  C36 1.076
54 H -2.6077 -0.0465 7.2087  C38 1.086
55 H -2.7358 -0.2456 8.9563  C38 1.106
56 H -2.6726 -1.6659 7.9357  C38 1.083
57 H -0.8128 1.1313 9.2046  C39 1.117
58 H -0.1278 1.2988 7.4413  C39 1.118
59 H 0.8980 0.6887 8.6842  C39 1.130
60 H -1.6084 -1.0691 5.3606  O41 0.987
61 C -5.0323 6.8165 -0.1651  C62 1.545, H72 1.097, H73 1.101, H74 1.104
62 C -4.0765 5.6035 -0.1107  C61 1.545, C63 1.524, C64 1.552, N70 1.472
63 C -2.8798 5.9762 0.7565  C62 1.524, H75 1.080, H76 1.088, H77 1.135
64 C -4.8675 4.3933 0.4537  C62 1.552, C65 1.529, H78 1.086, H79 1.083
65 C -5.9198 3.8818 -0.5312  C64 1.529, C66 1.549, H80 1.087, H81 1.087
66 C -5.2468 3.4085 -1.8436  C65 1.549, C67 1.485, H82 1.100, H83 1.078
67 C -4.4716 4.5344 -2.4245  C66 1.485, C68 1.508, C69 1.553, N70 1.525
68 C -3.4387 4.0713 -3.4213  C67 1.508, H84 1.091, H85 1.118, H86 1.074
69 C -5.4185 5.5823 -3.0712  C67 1.553, H87 1.057, H88 1.105, H89 1.119
70 N -3.5194 5.1056 -1.3789  C62 1.472, C67 1.525, O71 1.451
71 O -2.6963 6.1309 -1.9930  N70 1.451, H90 0.964
72 H -5.4868 6.8233 0.8331  C61 1.097
73 H -4.4417 7.7322 -0.3225  C61 1.101
74 H -5.8707 6.7083 -0.8748  C61 1.104
75 H -2.4545 6.9633 0.6513  C63 1.080
76 H -3.1424 5.9719 1.8119  C63 1.088
77 H -2.0643 5.2047 0.5886  C63 1.135
78 H -4.1566 3.6215 0.7326  C64 1.086
79 H -5.3085 4.6960 1.3949  C64 1.083
80 H -6.5113 3.0799 -0.0974  C65 1.087
81 H -6.6945 4.5960 -0.7974  C65 1.087
82 H -5.9319 3.0196 -2.6117  C66 1.100
83 H -4.4950 2.6555 -1.6697  C66 1.078
84 H -3.8786 3.4354 -4.1906  C68 1.091
85 H -2.6016 3.4710 -2.9872  C68 1.118
86 H -3.0008 4.8955 -3.9530  C68 1.074
87 H -5.6549 5.1564 -4.0098  C69 1.057
88 H -4.8521 6.5284 -3.1366  C69 1.105
89 H -6.3702 5.6408 -2.4863  C69 1.119
90 H -3.2309 6.9189 -1.8429  O71 0.964
91 C 2.5087 -1.8422 -8.1760  C92 1.494, H102 1.093, H103 1.072, H104 1.095
92 C 2.9868 -0.5791 -7.5376  C91 1.494, C93 1.571, C94 1.587, N100 1.477
93 C 4.4740 -0.7693 -7.0670  C92 1.571, H105 1.045, H106 1.076, H107 1.088
94 C 2.9864 0.4910 -8.7100  C92 1.587, C95 1.555, H108 1.073, H109 1.101
95 C 3.2876 1.9225 -8.1819  C94 1.555, C96 1.516, H110 1.053, H111 1.086
96 C 2.3643 2.3019 -7.0412  C95 1.516, C97 1.573, H112 1.091, H113 1.115
97 C 2.2874 1.2829 -5.8453  C96 1.573, C98 1.534, C99 1.526, N100 1.531
98 C 3.5146 1.3555 -4.9286  C97 1.534, H114 1.104, H115 1.109, H116 1.097
99 C 1.0910 1.6688 -4.9798  C97 1.526, H117 1.123, H118 1.092, H119 1.096
100 N 2.0981 -0.1086 -6.4555  C92 1.477, C97 1.531, O101 1.440
101 O 2.1304 -1.0909 -5.4024  N100 1.440, H120 0.987
102 H 3.1912 -2.1402 -8.9756  C91 1.093
103 H 2.4793 -2.5986 -7.4169  C91 1.072
104 H 1.4705 -1.7868 -8.5201  C91 1.095
105 H 4.6582 -1.4023 -6.2557  C93 1.045
106 H 4.9402 -1.2875 -7.8864  C93 1.076
107 H 4.9840 0.1580 -6.8124  C93 1.088
108 H 3.7091 0.1984 -9.4466  C94 1.073
109 H 1.9701 0.5631 -9.1282  C94 1.101
110 H 4.2383 1.9537 -7.7303  C95 1.053
111 H 3.2443 2.6151 -9.0168  C95 1.086
112 H 1.3849 2.4725 -7.4909  C96 1.091
113 H 2.6749 3.3054 -6.6669  C96 1.115
114 H 3.3993 2.1395 -4.1601  C98 1.104
115 H 4.4865 1.4957 -5.4441  C98 1.109
116 H 3.5399 0.3934 -4.4014  C98 1.097
117 H 0.2200 1.7622 -5.6823  C99 1.123
118 H 1.3614 2.6836 -4.6799  C99 1.092
119 H 0.8820 1.0299 -4.1145  C99 1.096
120 H 1.1971 -1.3681 -5.2417  O101 0.987
121 C -2.0133 1.5041 -1.6366  O122 1.403, H127 1.031, H128 1.102, H129 1.128
122 O -0.7625 0.8712 -1.7037  C121 1.403, C123 1.484
123 C 0.0888 0.9360 -0.4900  O122 1.484, C124 1.559, H130 1.095, H131 1.086
124 C 0.3826 -0.5261 -0.0360  C123 1.559, C125 1.485, N126 1.507, H132 1.118
125 C 1.3344 -0.5207 1.1038  C124 1.485, H133 1.100, H134 1.031, H135 1.119
126 N 0.9750 -1.2447 -1.2213  C124 1.507, H136 1.015, H137 1.004
127 H -1.9891 2.5341 -1.6826  C121 1.031
128 H -2.5396 1.3278 -0.6844  C121 1.102
129 H -2.6739 1.0591 -2.4351  C121 1.128
130 H 1.0058 1.4239 -0.8363  C123 1.095
131 H -0.4098 1.4988 0.2931  C123 1.086
132 H -0.6270 -0.9760 0.1315  C124 1.118
133 H 0.9386 0.0696 1.9438  C125 1.100
134 H 2.2345 -0.0711 0.8805  C125 1.031
135 H 1.4253 -1.5616 1.5058  C125 1.119
136 H 1.7421 -0.7497 -1.6642  N126 1.015
137 H 0.2112 -1.2818 -1.8720  N126 1.004
138 C 0.8147 2.4257 3.1252  O139 1.398, H144 1.087, H145 1.116, H146 1.052
139 O -0.4548 2.3859 2.5408  C138 1.398, C140 1.424
140 C -1.5361 1.7634 3.2268  O139 1.424, C141 1.558, H147 1.115, H148 1.083
141 C -2.5583 2.7545 3.8602  C140 1.558, C142 1.567, N143 1.532, H149 1.081
142 C -1.8421 3.7510 4.8344  C141 1.567, H150 1.093, H151 1.119, H152 1.111
143 N -3.6269 2.0661 4.7151  C141 1.532, H153 1.024, H154 1.031
144 H 1.0934 3.4038 3.5085  C138 1.087
145 H 1.5681 2.2105 2.3299  C138 1.116
146 H 0.8626 1.6807 3.8665  C138 1.052
147 H -2.0303 1.1202 2.4611  C140 1.115
148 H -1.1883 1.1210 4.0261  C140 1.083
149 H -3.0892 3.2448 3.0561  C141 1.081
150 H -1.1075 4.3348 4.2742  C142 1.093
151 H -1.3304 3.1887 5.6548  C142 1.119
152 H -2.5732 4.3337 5.4355  C142 1.111
153 H -3.1669 1.7707 5.5804  N143 1.024
154 H -3.9877 1.2351 4.2239  N143 1.031
155 C 2.0243 -5.0750 2.5120  O156 1.408, H161 1.091, H162 1.078, H163 1.080
156 O 2.7289 -3.8971 2.8282  C155 1.408, C157 1.410
157 C 3.7492 -3.6389 1.8903  O156 1.410, C158 1.553, H164 1.092, H165 1.112
158 C 4.5608 -2.3786 2.2960  C157 1.553, C159 1.512, N160 1.507, H166 1.062
159 C 5.8277 -2.4109 1.4710  C158 1.512, H167 1.086, H168 1.062, H169 1.117
160 N 4.8901 -2.1802 3.7529  C158 1.507, H170 0.995, H171 1.064
161 H 1.5511 -4.9831 1.5333  C155 1.091
162 H 1.2425 -5.2720 3.2274  C155 1.078
163 H 2.7071 -5.9087 2.4343  C155 1.080
164 H 4.5239 -4.4084 1.9214  C157 1.092
165 H 3.3296 -3.5442 0.8652  C157 1.112
166 H 4.0715 -1.4576 2.0948  C158 1.062
167 H 6.3707 -3.3480 1.5483  C159 1.086
168 H 6.4679 -1.6179 1.7689  C159 1.062
169 H 5.5968 -2.3555 0.3798  C159 1.117
170 H 5.4967 -2.9158 4.0391  N160 0.995
171 H 3.9745 -2.2746 4.2871  N160 1.064
172 C -4.7875 0.3555 -4.3669  O173 1.427, H178 1.085, H179 1.071, H180 1.106
173 O -3.6088 -0.2993 -3.8992  C172 1.427, C174 1.432
174 C -3.3460 -1.5418 -4.5599  O173 1.432, C175 1.546, H181 1.046, H182 1.113
175 C -2.0028 -2.1506 -4.0947  C174 1.546, C176 1.467, N177 1.507, H183 1.138
176 C -1.9735 -2.6103 -2.7021  C175 1.467, H184 1.082, H185 1.072, H186 1.138
177 N -0.8273 -1.2467 -4.3635  C175 1.507, H187 1.027, H188 1.026
178 H -4.8305 1.2912 -3.8196  C172 1.085
179 H -5.7235 -0.1401 -4.2088  C172 1.071
180 H -4.6886 0.6117 -5.4388  C172 1.106
181 H -4.0626 -2.2817 -4.3753  C174 1.046
182 H -3.2784 -1.3492 -5.6538  C174 1.113
183 H -1.8865 -3.0701 -4.7550  C175 1.138
184 H -1.6330 -1.8506 -2.0108  C176 1.082
185 H -1.2732 -3.3944 -2.4946  C176 1.072
186 H -3.0086 -2.9269 -2.3511  C176 1.138
187 H -1.0389 -0.8812 -5.2997  N177 1.027
188 H -1.0683 -0.4495 -3.7641  N177 1.026
189 C -5.6839 -4.3696 -0.9588  O190 1.419, H195 1.072, H196 1.103, H197 1.109
190 O -5.4265 -2.9936 -0.7272  C189 1.419, C191 1.380
191 C -6.1492 -2.3511 0.2570  O190 1.380, C192 1.523, H198 1.091, H199 1.078
192 C -5.8338 -0.8639 0.1662  C191 1.523, C193 1.544, N194 1.445, H200 1.064
193 C -4.7639 -0.3371 1.1464  C192 1.544, H201 1.100, H202 1.124, H203 1.090
194 N -7.0389 -0.0827 0.3251  C192 1.445, H204 1.032, H205 1.027
195 H -4.8039 -4.7553 -1.4337  C189 1.072
196 H -6.5120 -4.5577 -1.6624  C189 1.103
197 H -5.8926 -4.8726 0.0071  C189 1.109
198 H -7.2168 -2.4923 0.0826  C191 1.091
199 H -5.9011 -2.7474 1.2281  C191 1.078
200 H -5.4953 -0.8275 -0.8417  C192 1.064
201 H -5.0981 -0.5721 2.1676  C193 1.100
202 H -4.6164 0.7775 1.1361  C193 1.124
203 H -3.8846 -0.9572 0.9747  C193 1.090
204 H -7.2073 0.4099 1.2164  N194 1.032
205 H -7.2353 0.5061 -0.4929  N194 1.027
206 C -1.8742 -3.9429 1.2449  O207 1.360, H212 1.066, H213 1.084, H214 1.099
207 O -2.3039 -2.6842 1.5279  C206 1.360, C208 1.465
208 C -2.0346 -2.3504 2.9292  O207 1.465, C209 1.540, H215 1.089, H216 1.134
209 C -2.8517 -3.2408 3.8835  C208 1.540, C210 1.571, N211 1.475, H217 1.124
210 C -4.3815 -3.1573 3.5380  C209 1.571, H218 1.081, H219 1.137, H220 1.096
211 N -2.6242 -2.6459 5.2141  C209 1.475, H221 1.038, H222 1.033
212 H -1.7502 -4.1128 0.2000  C206 1.066
213 H -2.5733 -4.6926 1.5982  C206 1.084
214 H -0.9051 -4.1309 1.7268  C206 1.099
215 H -0.9668 -2.3808 3.1435  C208 1.089
216 H -2.4153 -1.3014 3.1278  C208 1.134
217 H -2.4687 -4.2923 3.7756  C209 1.124
218 H -4.6725 -2.1175 3.5885  C210 1.081
219 H -4.8951 -3.7868 4.3338  C210 1.137
220 H -4.5831 -3.5814 2.5477  C210 1.096
221 H -1.7608 -2.9569 5.7000  N211 1.038
222 H -3.3845 -2.9812 5.8281  N211 1.033
223 C 5.6686 4.9889 -1.5884  O224 1.418, H229 1.069, H230 1.073, H231 1.095
224 O 5.0676 4.1559 -0.6110  C223 1.418, C225 1.484
225 C 5.3883 2.7280 -0.8579  O224 1.484, C226 1.517, H232 1.088, H233 1.104
226 C 4.5695 1.9057 0.1189  C225 1.517, C227 1.565, N228 1.437, H234 1.112
227 C 4.8383 2.2233 1.6272  C226 1.565, H235 1.123, H236 1.068, H237 1.105
228 N 4.8009 0.4951 -0.0298  C226 1.437, H238 1.012, H239 1.041
229 H 6.7334 4.9259 -1.6660  C223 1.069
230 H 5.4340 6.0234 -1.4271  C223 1.073
231 H 5.2790 4.6302 -2.5469  C223 1.095
232 H 5.0668 2.4562 -1.8610  C225 1.088
233 H 6.4820 2.5813 -0.8374  C225 1.104
234 H 3.5272 2.1696 -0.1653  C226 1.112
235 H 5.8958 2.2578 2.0036  C227 1.123
236 H 4.3839 1.3907 2.1177  C227 1.068
237 H 4.4343 3.2285 1.8429  C227 1.105
238 H 4.7342 0.3069 -1.0224  N228 1.012
239 H 5.7336 0.2138 0.3387  N228 1.041
240 C 0.2809 5.3016 -2.2370  O241 1.432, H246 1.099, H247 1.110, H248 1.112
241 O 0.8478 5.8398 -1.0373  C240 1.432, C242 1.402
242 C 1.2096 4.8301 -0.1338  O241 1.402, C243 1.532, H249 1.124, H250 1.145
243 C 1.8182 5.3620 1.1680  C242 1.532, C244 1.541, N245 1.419, H251 1.105
244 C 0.7108 6.2542 1.7604  C243 1.541, H252 1.077, H253 1.071, H254 1.094
245 N 3.0358 6.0104 0.8334  C243 1.419, H255 1.011, H256 0.970
246 H 0.9760 4.5369 -2.6102  C240 1.099
247 H -0.0242 6.1299 -2.9105  C240 1.110
248 H -0.6283 4.7467 -1.9189  C240 1.112
249 H 0.3660 4.0963 -0.0229  C242 1.124
250 H 2.0381 4.1918 -0.5989  C242 1.145
251 H 2.0192 4.5293 1.8652  C243 1.105
252 H 1.0115 6.7027 2.6922  C244 1.077
253 H -0.0531 5.5488 2.0186  C244 1.071
254 H 0.4151 7.0739 1.0996  C244 1.094
255 H 3.3924 6.5494 1.6107  N245 1.011
256 H 3.7045 5.3536 0.5824  N245 0.970

Calculated values
LUMO (Eh): 0.0207
Energy above the lowest of the compared OMol25 structures with the same formula, charge and spin (kJ/mol): 167.8
SMILES string: CC1(C)CCCC(C)(C)N1O.CC1(C)CCCC(C)(C)N1O.CC1(C)CCCC(C)(C)N1O.CC1(C)CCCC(C)(C)N1O.COC[C@H](C)N.COC[C@H](C)N.COC[C@H](C)N.COC[C@H](C)N.COC[C@H](C)N.COC[C@H](C)N.COC[C@H](C)N.COC[C@H](C)N
Strongest force on any atom (eV Å⁻¹): 3.8
DFT total energy (hartree): -4248.81561
Molecular weight (g mol⁻¹): 1342.1
Kohn-Sham gap (eV): 8.6